The following is a DFT calculation (ωB97M-V/def2-TZVPD) of a molecular structure, C56H51N4ORbS2Si in a non-equilibrium geometry.

Geometry as XYZ:
```
116
Properties=species:S:1:pos:R:3:forces:R:3
Rb -0.097808 -0.006715 -0.106987 -0.26 0.65 0.58
C -4.469643 -0.020842 0.806101 0.00 0.10 -0.05
C -3.636318 1.084815 0.202270 0.01 -0.05 0.02
C -3.425549 1.136050 -1.177761 -0.01 0.01 -0.07
C -4.098639 0.121075 -2.073281 0.08 0.08 0.03
C -2.601889 2.125328 -1.730658 0.01 -0.03 0.00
C -2.379045 2.139664 -3.227252 0.01 0.01 0.12
C -1.973158 3.056461 -0.896314 0.02 0.00 0.00
C -1.128314 4.176902 -1.461649 -0.01 -0.13 0.02
C -2.148253 2.973519 0.489167 -0.01 -0.01 0.01
C -1.352006 3.862617 1.417739 -0.10 -0.03 -0.08
C -3.040344 2.042212 1.027389 0.06 0.03 -0.06
C -3.366918 2.092232 2.496142 -0.01 0.01 -0.05
H -5.533222 0.243921 0.821316 -0.01 -0.04 0.01
H -4.155806 -0.237031 1.824482 -0.01 -0.05 0.00
H -4.351987 -0.943111 0.240712 0.00 -0.02 0.03
H -3.477682 -0.774805 -2.176584 -0.07 -0.04 -0.02
H -4.281188 0.524180 -3.067709 0.01 -0.02 -0.01
H -5.059678 -0.185341 -1.666018 0.01 -0.04 0.00
H -3.248477 2.543561 -3.754843 0.01 -0.03 -0.05
H -2.202754 1.126674 -3.591552 -0.02 0.01 -0.05
H -1.511317 2.733830 -3.498940 -0.02 0.01 -0.02
H -0.072054 3.894118 -1.503401 0.01 0.07 -0.02
H -1.214978 5.069138 -0.843880 0.04 0.01 -0.01
H -1.446134 4.449866 -2.465821 0.02 0.01 0.00
H -1.883394 4.790107 1.655092 0.04 0.01 0.02
H -0.391844 4.124326 0.976994 0.01 0.03 0.03
H -1.143870 3.344715 2.352934 0.01 0.04 0.02
H -4.363048 1.701395 2.693480 0.01 -0.01 0.02
H -3.333513 3.116593 2.865888 0.01 -0.02 0.03
H -2.661192 1.506441 3.081994 0.01 -0.05 0.09
S -2.235188 0.852413 5.798183 0.28 -0.07 0.15
C -2.603333 0.769937 7.472800 -0.04 0.05 -0.25
C -1.473780 0.772804 8.228743 -0.12 -0.02 0.13
C -0.293268 0.834161 7.451130 0.15 -0.05 -0.20
C -0.522397 0.868340 6.095674 -0.47 0.02 0.32
C 0.452162 0.942380 5.021984 0.36 0.02 -0.42
C 0.130914 0.678846 3.668753 0.01 -0.05 0.31
N 0.964473 0.756934 2.658143 -0.01 0.06 -0.03
C 2.262790 1.113692 2.902553 0.05 -0.03 0.06
C 2.698666 1.363031 4.239796 -0.03 -0.03 0.00
C 4.068717 1.714955 4.481920 0.14 0.02 -0.03
C 4.953536 1.804335 3.470971 -0.03 0.01 0.17
C 4.552001 1.561823 2.112209 -0.04 -0.06 -0.39
C 5.441395 1.663924 1.057880 0.02 0.02 0.12
C 5.003894 1.471040 -0.275247 0.01 0.00 -0.03
C 3.637192 1.146307 -0.425020 0.10 0.11 0.03
N 2.775914 1.013681 0.546673 -0.38 -0.12 -0.32
C 3.189021 1.224035 1.838222 0.18 0.07 0.28
C 5.866942 1.605902 -1.411069 0.13 0.00 0.04
C 5.559952 1.616016 -2.761787 -0.14 0.03 -0.03
C 6.685467 1.756302 -3.605397 0.05 0.03 -0.03
C 7.858025 1.866994 -2.922112 0.16 -0.07 0.10
S 7.598808 1.783762 -1.216028 -0.29 -0.02 -0.13
C 1.785876 1.271103 5.274073 -0.34 -0.01 -0.02
H -3.633072 0.718751 7.787747 0.03 -0.02 0.05
H -1.480803 0.720787 9.308953 0.00 0.00 -0.01
H 0.698978 0.830769 7.879871 -0.01 -0.03 -0.01
H -0.878660 0.344355 3.429369 0.04 -0.01 -0.05
H 4.372698 1.910553 5.504854 0.00 -0.01 0.00
H 5.987856 2.074237 3.654157 -0.01 -0.01 0.03
H 6.476049 1.924472 1.255238 -0.01 0.01 0.07
H 3.240985 0.986266 -1.427297 0.01 -0.05 0.02
H 4.547294 1.528342 -3.129959 0.06 -0.06 0.04
H 6.625572 1.783504 -4.686033 0.01 -0.01 0.00
H 8.860534 1.973109 -3.303917 -0.05 0.03 -0.05
H 2.110670 1.470898 6.289027 0.05 0.05 -0.02
C -2.639594 -6.359736 -1.555140 0.01 -0.02 -0.01
C -3.651206 -5.676760 -0.896511 -0.05 -0.02 -0.05
C -3.348699 -4.619693 -0.046961 0.01 0.04 0.01
C -2.030507 -4.216716 0.191759 -0.06 -0.17 0.21
C -1.031221 -4.901011 -0.515313 -0.01 -0.02 -0.04
C -1.322475 -5.953000 -1.367976 -0.02 -0.01 -0.03
Si -1.487798 -2.763110 1.302951 -0.04 0.55 -0.10
C -2.430991 -2.820220 2.963884 0.02 -0.42 -0.02
C -3.821680 -2.884438 3.110342 0.02 0.05 -0.01
C -4.426777 -2.927245 4.360844 -0.06 0.00 0.04
C -3.656702 -2.904265 5.514559 -0.02 0.01 0.02
C -2.274590 -2.807471 5.399003 0.00 0.10 0.05
C -1.681468 -2.755308 4.148418 -0.02 0.00 0.06
H -2.871155 -7.197687 -2.202379 0.00 0.02 -0.02
H -4.684553 -5.971512 -1.048171 0.00 0.01 0.03
H -4.165395 -4.099595 0.443932 0.01 -0.05 0.01
H 0.000392 -4.588431 -0.389892 0.00 -0.04 0.02
H -0.520297 -6.467400 -1.886798 0.00 0.01 0.01
H -0.189432 -3.357610 1.807743 0.05 -0.04 -0.03
H -4.452169 -2.907929 2.226847 -0.01 0.00 0.03
H -5.507862 -2.986268 4.437737 0.01 -0.01 -0.02
H -4.124571 -2.957707 6.490901 0.00 0.03 -0.01
H -1.659084 -2.768587 6.291945 0.00 0.01 -0.01
H -0.599782 -2.681465 4.079036 -0.02 -0.05 0.01
N 0.800316 1.393361 -2.510041 0.03 0.04 -0.13
C 1.174379 1.803121 -3.515130 -0.09 -0.08 0.46
C 1.636418 2.309395 -4.759199 0.29 0.29 -0.94
C 2.843484 3.011810 -4.840867 -0.22 -0.15 0.36
C 3.286780 3.473949 -6.063873 0.08 0.09 -0.26
C 2.539481 3.250934 -7.214171 -0.06 -0.08 0.18
C 1.336712 2.558877 -7.133995 0.09 0.09 -0.22
C 0.883742 2.087180 -5.918471 -0.03 -0.09 0.40
H 3.419861 3.180905 -3.939897 0.01 0.04 -0.05
H 4.223373 4.012128 -6.126859 0.00 -0.01 0.05
H 2.893895 3.612608 -8.169995 0.00 0.01 -0.01
H 0.753469 2.387736 -8.029210 -0.02 -0.02 0.02
H -0.049766 1.544655 -5.841702 0.00 0.01 -0.03
O 0.794550 -2.027698 -1.500900 0.13 -0.32 -0.37
N 2.031345 -1.880609 -1.803856 0.41 -0.09 -0.11
C 3.001453 -2.151211 -0.896025 -0.08 -0.05 0.18
C 4.336192 -2.009952 -1.203664 0.11 0.05 -0.21
C 4.722501 -1.585507 -2.466090 -0.12 -0.03 0.09
C 3.721122 -1.306131 -3.385404 0.14 0.00 0.06
C 2.397173 -1.453568 -3.038546 0.00 0.01 -0.09
H 2.638190 -2.472796 0.068923 -0.10 0.02 -0.03
H 5.073399 -2.222591 -0.442540 -0.05 0.01 0.05
H 5.765527 -1.450624 -2.712156 0.00 0.03 -0.02
H 3.961736 -0.953860 -4.379861 -0.03 -0.01 0.00
H 1.575322 -1.243466 -3.704272 -0.08 -0.06 0.07
```
Positions in Å, forces in eV/Å.

Computed properties:
HOMO energy (spin up / spin down) ... -2.019 / -2.847 eV
Frontier orbital gap (spin up / spin down) ... 3.49 / 4.31 eV
Spin multiplicity ... 2
LUMO energy (spin up / spin down) ... 1.47 / 1.47 eV
Energy above the lowest of the compared OMol25 structures with the same formula, charge and spin ... 0.628 eV
Total charge ... -1

Mulliken population analysis, charges in e, atoms 1 to 4:
1 Rb 0.7353
2 C -2.5352
3 C 1.6664
4 C 0.3627